This record from the Open Molecules 2025 dataset describes a structure of composition C32H57MnO5Si4Te. The level of theory is wB97M-V/def2-TZVPD.

## Properties
LUMO (alpha / beta): 2.4 / 1.4 eV
Spin multiplicity: 4
Charge: -1
⟨S²⟩: 3.831
E_HOMO (alpha / beta): -3.38 / -3.28 eV
E_tot: -114468.112 eV
Frontier orbital gap (alpha / beta): 5.8 / 4.7 eV

Last column: Löwdin spin population.
Positions of all 100 atoms, in Å:
1 C -0.1425 -0.1057 -6.3523  0.00
2 C -0.7815 -1.1243 -5.3665  0.01
3 C -0.3335 1.3165 -5.7552  0.01
4 C -1.4522 1.1376 -4.7180  0.08
5 H -0.5953 2.0082 -6.5602  0.00
6 H 0.6033 1.6391 -5.2782  0.00
7 C -1.1589 -0.2945 -4.1436  0.04
8 H -0.0677 -1.9270 -5.1404  0.00
9 H -1.6909 -1.5503 -5.8227  0.00
10 C 0.0500 -0.2791 -3.1786  0.00
11 H -2.0506 -0.6920 -3.6334  0.00
12 H -2.4116 1.0435 -5.2593  0.01
13 C -1.6253 2.1874 -3.7089  0.55
14 C 1.3233 -0.3159 -6.6648  0.00
15 C -0.6837 -0.1863 -7.7839  0.00
16 O -1.2252 0.7738 -8.3033  0.00
17 O 2.0846 -1.0790 -6.0905  0.00
18 O 1.6769 0.4320 -7.7250  0.00
19 O -0.5038 -1.3157 -8.5121  0.00
20 C -0.0004 -2.5882 -8.0285  0.00
21 H -0.2444 -2.8020 -6.9771  0.00
22 H 1.0862 -2.6376 -8.1910  0.00
23 H -0.4978 -3.3142 -8.6765  0.00
24 C 3.0243 0.2490 -8.1582  0.00
25 H 3.7241 0.6577 -7.4205  0.00
26 H 3.0860 0.7970 -9.0955  0.00
27 H 3.2391 -0.8149 -8.3151  0.00
28 O -0.3317 0.2356 -1.9507  0.00
29 H 0.8839 0.3110 -3.6178  0.00
30 H 0.4652 -1.3122 -3.0851  0.00
31 C -2.9425 2.3204 -3.0748  0.09
32 C -0.5358 3.0920 -3.3429  0.09
33 H 0.0096 3.4912 -4.2121  0.02
34 H 0.1960 2.5790 -2.6942  0.03
35 H -0.9337 3.9412 -2.7697  0.00
36 H -2.8294 2.5617 -2.0090  0.01
37 H -3.5298 1.3965 -3.1673  0.00
38 H -3.5317 3.1372 -3.5286  0.03
39 Mn 0.2071 -0.5657 -0.2957  1.18
40 C -1.7167 -1.5508 1.1568  0.03
41 C -2.2255 -1.4528 -0.1662  0.01
42 C -1.2997 -2.0713 -1.0536  -0.01
43 H -3.2049 -1.0740 -0.4763  0.00
44 C -0.2181 -2.6152 -0.2738  -0.02
45 C -0.4273 -2.1736 1.0895  0.01
46 H 0.1919 -2.4282 1.9532  0.00
47 H -2.2271 -1.2717 2.0789  0.00
48 H -1.4877 -2.3031 -2.1016  0.00
49 H 0.5262 -3.3191 -0.6383  0.00
50 C 2.2255 1.0634 0.2916  0.01
51 C 2.1957 0.0037 1.2386  0.07
52 C 2.1218 -1.2335 0.5219  -0.02
53 H 2.2941 0.1112 2.3179  0.00
54 C 2.1930 -0.9352 -0.8924  -0.02
55 C 2.2053 0.5037 -1.0130  0.02
56 H 2.3815 1.0522 -1.9330  0.00
57 H 2.3184 2.1276 0.5107  0.00
58 H 2.2357 -2.2331 0.9435  0.00
59 H 2.3415 -1.6554 -1.6939  0.00
60 C -3.4713 -0.0651 4.9710  0.00
61 Si -1.9131 -0.9521 5.5374  0.02
62 C -1.8399 -0.9701 7.4200  0.00
63 C -1.9094 -2.7215 4.8974  0.01
64 Si -0.0703 0.2177 4.6626  0.15
65 Te -0.6756 1.5655 2.7225  0.34
66 Si -0.1193 2.6205 5.1402  0.10
67 C 0.0275 2.2784 7.0100  0.05
68 C 1.4311 3.5220 4.5679  0.00
69 C -1.5285 3.8797 5.0255  0.02
70 Si 1.8764 -0.9618 5.3297  0.03
71 C 1.8197 -1.1840 7.2025  0.00
72 C 1.8369 -2.6328 4.4676  0.01
73 C 3.4850 -0.0968 4.8798  0.00
74 H -4.3375 -0.6287 5.3503  0.00
75 H -3.5387 -0.0165 3.8765  0.00
76 H -3.5254 0.9579 5.3679  0.00
77 H -2.7840 -1.4062 7.7792  0.00
78 H -1.0213 -1.5935 7.7976  0.00
79 H -1.7476 0.0307 7.8573  0.00
80 H -1.9513 -2.7675 3.8017  0.00
81 H -1.0336 -3.2856 5.2403  0.00
82 H -2.8061 -3.2207 5.2955  0.00
83 H 0.9221 1.6986 7.2699  0.00
84 H 0.1032 3.2607 7.5018  0.01
85 H -0.8556 1.7682 7.4135  0.00
86 H 1.5325 3.5144 3.4746  0.00
87 H 1.3516 4.5700 4.8974  0.00
88 H 2.3362 3.0829 5.0059  0.00
89 H -1.8278 4.0629 3.9850  0.00
90 H -2.4116 3.5537 5.5904  0.00
91 H -1.1772 4.8330 5.4513  0.00
92 H 1.0393 -1.8877 7.5133  0.00
93 H 2.7856 -1.6029 7.5217  0.00
94 H 1.6763 -0.2401 7.7429  0.00
95 H 1.8737 -2.5234 3.3761  0.00
96 H 2.7286 -3.1986 4.7766  0.00
97 H 0.9550 -3.2273 4.7316  0.00
98 H 3.7256 -0.2162 3.8158  0.00
99 H 3.4668 0.9745 5.1209  0.00
100 H 4.2987 -0.5570 5.4601  0.00

This record from the Open Molecules 2025 dataset describes a structure of composition C32H57N6O2Si2Ta. The level of theory is wB97M-V/def2-TZVPD.

## Properties
Energy above the lowest of the compared OMol25 structures with the same formula, charge and spin: 3.175 eV
LUMO: -5.3 eV
Charge: +2
E_HOMO: -13.89 eV
E_tot: -64437.265 eV
Frontier orbital gap: 8.6 eV

Last column: Löwdin charge in e.
Positions of all 100 atoms, in Å:
1 Ta -0.3369 0.0908 -0.1850  1.85
2 C 1.3331 -2.9880 2.0147  0.00
3 C 0.7731 -2.6932 0.6439  -0.37
4 O 0.0253 -1.5379 0.6878  -0.31
5 C 0.8624 -3.3947 -0.4612  0.06
6 C 0.1017 -2.8716 -1.7243  -0.31
7 C -1.2084 -3.4606 -2.0360  -0.02
8 N 0.6315 -2.1675 -2.6441  0.06
9 N 1.9925 -1.6911 -2.5483  0.13
10 C 2.3396 -0.8560 -1.6632  -0.39
11 O 1.5355 -0.2232 -0.8145  -0.26
12 C 3.7950 -0.4223 -1.6951  -0.17
13 C 4.2567 0.8227 -1.4601  -0.07
14 C 5.6413 1.0994 -1.3835  -0.07
15 C 6.5004 0.0696 -1.5839  -0.07
16 C 6.0266 -1.1476 -2.1410  -0.01
17 C 4.6604 -1.3900 -2.1316  -0.02
18 H 0.8592 -3.8931 2.5155  0.12
19 H 0.9938 -2.1778 2.6386  0.05
20 H 2.4312 -3.0007 2.1161  0.09
21 H 1.5276 -4.1732 -0.5040  0.11
22 H -1.2427 -4.5577 -2.1393  0.12
23 H -1.3990 -3.0696 -3.0245  0.09
24 H -1.9441 -3.3385 -1.2517  0.03
25 H 3.5990 1.6135 -1.1476  0.08
26 H 6.0916 2.0530 -1.0602  0.12
27 H 7.4996 0.0682 -1.3184  0.09
28 H 6.7741 -1.8114 -2.5584  0.12
29 H 4.3409 -2.3525 -2.4502  0.11
30 N -1.8222 2.4971 -0.7963  -0.01
31 C -1.1340 3.7420 -1.1054  -0.21
32 C 0.3049 3.6342 -0.5874  -0.20
33 N 0.9138 2.3799 -1.0047  -0.12
34 C 1.1637 2.2964 -2.4280  -0.18
35 C 0.0740 1.5161 -3.1592  -0.22
36 N -0.4199 0.3373 -2.5008  -0.05
37 H -2.2891 2.0060 -1.5763  0.07
38 H -2.5912 2.7706 -0.1857  0.08
39 H -1.7211 4.5834 -0.6719  0.14
40 H -1.0515 3.9255 -2.1424  0.09
41 H 0.2235 3.6062 0.5375  0.12
42 H 0.8854 4.4802 -0.8741  0.12
43 H 1.7985 2.2884 -0.4628  0.10
44 H 2.1680 1.8318 -2.5702  0.11
45 H 1.2640 3.2558 -2.9228  0.13
46 H 0.4439 1.3535 -4.1612  0.13
47 H -0.8170 2.1609 -3.4583  0.13
48 H 0.1448 -0.4591 -2.8933  0.08
49 H -1.3499 0.0486 -2.8088  0.03
50 C 3.7406 2.4977 2.2188  0.04
51 N 3.3508 1.1343 2.6326  -0.19
52 C 4.4739 0.1462 2.6817  0.05
53 C 2.1387 0.5857 2.0142  -0.12
54 C 0.8758 1.2072 2.5288  -0.22
55 C 0.7663 1.6081 3.8942  -0.02
56 C -0.3990 2.1104 4.4196  -0.05
57 C -1.4831 2.2699 3.5544  -0.02
58 C -1.3780 1.7168 2.2441  -0.16
59 C -0.2441 1.2107 1.7299  -0.27
60 H 4.4005 2.9233 2.9821  0.12
61 H 2.9372 3.2151 2.0731  0.11
62 H 4.2428 2.3829 1.2745  0.09
63 H 3.0369 1.1048 3.5803  0.12
64 H 4.2870 -0.6723 3.3768  0.12
65 H 5.3387 0.6970 2.9776  0.10
66 H 4.6409 -0.2587 1.6879  0.11
67 H 2.2323 -0.5202 2.2086  0.14
68 H 2.3122 0.7621 0.9826  0.08
69 H 1.5708 1.4151 4.6203  0.12
70 H -0.5659 2.3663 5.4632  0.13
71 H -2.4495 2.7310 3.8312  0.13
72 H -2.2759 1.7325 1.6180  0.08
73 C -2.9524 -3.4283 1.0589  -0.15
74 Si -3.0175 -1.5429 1.2399  0.49
75 C -2.1609 -1.2167 2.9504  -0.15
76 C -4.8073 -1.1842 1.5340  -0.19
77 C -2.4115 -0.4032 -0.2942  -0.47
78 Si -3.9335 -0.6190 -1.4604  0.43
79 C -5.0402 0.7572 -1.0057  -0.16
80 C -3.4494 -0.1928 -3.2341  -0.19
81 C -4.6514 -2.3406 -1.5976  -0.13
82 H -2.1123 -3.9394 0.6083  0.02
83 H -3.7807 -3.7067 0.3578  0.04
84 H -3.2642 -3.7623 2.0109  0.03
85 H -2.7554 -0.5710 3.5780  0.03
86 H -1.1940 -0.7769 2.9171  -0.02
87 H -2.1997 -2.1804 3.4776  0.05
88 H -5.4921 -1.6429 0.8106  0.03
89 H -5.0177 -0.0691 1.5174  0.05
90 H -4.8700 -1.5458 2.5797  0.06
91 H -2.6440 0.5539 0.1649  -0.06
92 H -4.4958 1.6916 -0.8569  0.03
93 H -5.6801 0.5294 -0.1475  0.03
94 H -5.7424 0.9123 -1.8060  0.05
95 H -2.8748 0.7016 -3.5748  0.04
96 H -4.4619 -0.1993 -3.7629  0.08
97 H -2.9435 -1.0196 -3.7306  0.03
98 H -5.1524 -2.5754 -0.7080  0.00
99 H -3.8635 -3.0307 -1.6614  0.00
100 H -5.2310 -2.4188 -2.4785  0.05